[1]
This record from OMol25 describes a molecular structure, C58H45MnP3S5Si in a non-equilibrium geometry. The level of theory is ωB97M-V/def2-TZVPD.

Atoms and positions in Å:
Mn1 0.27 -0.02 0.35
C1 -0.68 -5.25 3.48
C2 -0.42 -5.03 2.13
C3 -0.65 -3.79 1.57
C4 -1.16 -2.74 2.35
C5 -1.43 -2.96 3.69
C6 -1.19 -4.22 4.25
P1 -1.38 -1.14 1.47
C7 -2.11 0.00 2.69
C8 -3.29 0.68 2.44
C9 -3.75 1.65 3.33
C10 -3.03 1.94 4.47
C11 -1.83 1.28 4.72
C12 -1.37 0.33 3.83
C13 -2.76 -1.56 0.35
C14 -4.01 -1.96 0.81
C15 -4.98 -2.37 -0.09
C16 -4.69 -2.40 -1.46
C17 -3.44 -2.02 -1.91
C18 -2.45 -1.59 -1.01
Si1 -0.69 -1.11 -1.47
C19 -0.63 -0.07 -3.03
C20 -0.17 -0.55 -4.26
C21 -0.09 0.28 -5.37
C22 -0.49 1.61 -5.26
C23 -0.93 2.10 -4.04
C24 -0.95 1.28 -2.91
P2 -1.36 1.87 -1.21
C25 -0.40 3.43 -1.04
C26 0.68 3.77 -1.84
C27 1.36 4.97 -1.64
C28 0.96 5.84 -0.64
C29 -0.09 5.49 0.20
C30 -0.76 4.28 0.01
C31 -3.11 2.41 -1.41
C32 -4.09 1.45 -1.16
C33 -5.44 1.73 -1.34
C34 -5.83 2.99 -1.78
C35 -4.86 3.96 -2.03
C36 -3.51 3.67 -1.85
C37 0.19 -2.75 -1.81
C38 -0.31 -3.84 -2.52
C39 0.41 -5.02 -2.61
C40 1.65 -5.13 -1.99
C41 2.17 -4.05 -1.28
C42 1.44 -2.87 -1.20
P3 2.02 -1.35 -0.35
C43 2.93 -0.48 -1.67
C44 3.33 -1.11 -2.84
C45 3.99 -0.39 -3.84
C46 4.25 0.96 -3.67
C47 3.85 1.60 -2.50
C48 3.19 0.89 -1.51
C49 3.31 -1.97 0.78
C50 4.66 -1.71 0.61
C51 5.58 -2.17 1.54
C52 5.16 -2.88 2.65
C53 3.80 -3.13 2.85
C54 2.88 -2.67 1.92
H1 -0.49 -6.22 3.93
H2 -0.03 -5.84 1.52
H3 -0.45 -3.63 0.52
H4 -1.83 -2.17 4.31
H5 -1.40 -4.38 5.30
H6 -3.85 0.47 1.54
H7 -4.67 2.18 3.12
H8 -3.39 2.69 5.16
H9 -1.25 1.53 5.60
H10 -0.41 -0.14 4.00
H11 -4.23 -1.95 1.87
H12 -5.96 -2.67 0.26
H13 -5.45 -2.73 -2.16
H14 -3.22 -2.05 -2.97
H15 0.10 -1.60 -4.36
H16 0.26 -0.10 -6.32
H17 -0.45 2.27 -6.12
H18 -1.21 3.15 -3.95
H19 1.01 3.10 -2.62
H20 2.20 5.23 -2.28
H21 1.48 6.78 -0.49
H22 -0.39 6.14 1.01
H23 -1.56 4.00 0.68
H24 -3.79 0.46 -0.81
H25 -6.18 0.97 -1.14
H26 -6.88 3.22 -1.92
H27 -5.16 4.94 -2.36
H28 -2.78 4.44 -2.05
H29 -1.29 -3.78 -3.00
H30 0.01 -5.87 -3.16
H31 2.21 -6.06 -2.05
H32 3.14 -4.14 -0.79
H33 3.12 -2.16 -2.99
H34 4.29 -0.89 -4.75
H35 4.76 1.51 -4.44
H36 4.04 2.66 -2.36
H37 2.87 1.39 -0.60
H38 4.99 -1.15 -0.26
H39 6.64 -1.96 1.40
H40 5.88 -3.23 3.38
H41 3.47 -3.67 3.72
H42 1.82 -2.85 2.07
C55 4.01 0.65 3.19
S1 4.34 1.98 2.01
C56 3.11 3.11 2.54
C57 1.77 2.97 2.34
S2 0.96 1.69 1.49
S3 0.77 4.17 3.09
C58 2.05 5.15 3.74
S4 1.77 6.58 4.57
S5 3.62 4.49 3.44
H43 4.85 -0.05 3.13
H44 3.09 0.14 2.93
H45 3.96 1.07 4.19

Computed properties:
**Net charge**: 0
**LUMO (spin up / spin down)**: 0.2 / 0.4 eV
**Kohn-Sham gap (spin up / spin down)**: 7.1 / 7.3 eV
**Total energy**: -182117.925 eV
**Energy above the lowest of the compared OMol25 structures with the same formula, charge and spin**: 25.3 kcal per mole
**Multiplicity**: 2
**HOMO energy (spin up / spin down)**: -7.0 / -7.0 eV

---

[2]
This record from OMol25 describes a molecular structure, C58H49Cl2O2P2PdSi. The level of theory is ωB97M-V/def2-TZVPD.

Atoms and positions in Å:
Pd1 -0.32 -0.79 1.02
Cl1 -0.07 -1.18 3.78
C1 -0.56 -2.89 3.72
Cl2 -1.22 -3.29 2.13
H1 -1.33 -3.05 4.47
H2 0.31 -3.51 3.90
C2 -3.39 3.20 -4.33
C3 -2.29 2.79 -3.35
C4 -1.07 3.72 -3.53
C5 -1.83 1.36 -3.62
C6 -1.67 0.84 -4.90
C7 -1.14 -0.43 -5.11
C8 -0.76 -1.22 -4.03
C9 -0.91 -0.75 -2.74
P1 -0.44 -1.72 -1.24
C10 1.02 -2.61 -1.88
C11 0.94 -3.73 -2.70
C12 2.08 -4.30 -3.24
C13 3.33 -3.75 -2.97
C14 3.43 -2.64 -2.15
C15 2.28 -2.07 -1.60
C16 -1.76 -2.98 -1.24
C17 -1.52 -4.28 -0.77
C18 -2.55 -5.21 -0.71
C19 -3.83 -4.85 -1.09
C20 -4.08 -3.57 -1.54
C21 -3.06 -2.64 -1.62
C22 -1.45 0.53 -2.58
O1 -1.58 0.91 -1.28
C23 -2.35 1.98 -0.96
C24 -2.68 2.04 0.39
C25 -3.44 3.11 0.83
C26 -3.87 4.06 -0.08
C27 -3.54 3.96 -1.43
C28 -2.76 2.90 -1.90
P2 -2.12 0.66 1.47
C29 -1.84 1.55 3.03
C30 -0.54 2.02 3.25
C31 -0.23 2.72 4.40
C32 -1.22 2.95 5.36
C33 -2.51 2.48 5.15
C34 -2.82 1.78 3.99
C35 -3.65 -0.30 1.70
C36 -3.82 -1.08 2.84
C37 -4.92 -1.93 2.95
C38 -5.85 -2.00 1.92
C39 -5.68 -1.23 0.78
C40 -4.59 -0.38 0.67
H3 -3.03 3.17 -5.35
H4 -3.72 4.22 -4.13
H5 -4.26 2.54 -4.24
H6 -0.69 3.66 -4.55
H7 -0.27 3.46 -2.84
H8 -1.36 4.76 -3.33
H9 -1.95 1.43 -5.76
H10 -1.03 -0.80 -6.12
H11 -0.33 -2.20 -4.21
H12 -0.03 -4.17 -2.93
H13 2.00 -5.17 -3.87
H14 4.22 -4.20 -3.39
H15 4.39 -2.20 -1.93
H16 2.35 -1.22 -0.95
H17 -0.52 -4.56 -0.46
H18 -2.34 -6.21 -0.35
H19 -4.63 -5.58 -1.05
H20 -5.09 -3.29 -1.85
H21 -3.26 -1.64 -1.98
H22 -3.70 3.20 1.88
H23 -4.47 4.90 0.25
H24 -3.89 4.72 -2.11
H25 0.23 1.83 2.51
H26 0.77 3.09 4.56
H27 -0.98 3.49 6.27
H28 -3.27 2.65 5.89
H29 -3.83 1.42 3.83
H30 -3.10 -1.03 3.64
H31 -5.05 -2.53 3.84
H32 -6.70 -2.66 2.01
H33 -6.41 -1.28 -0.02
H34 -4.48 0.24 -0.21
O2 1.96 -0.90 1.49
Si1 3.28 -0.21 1.85
C41 3.35 1.40 2.76
C42 3.07 2.58 2.09
C43 3.08 3.80 2.75
C44 3.36 3.84 4.11
C45 3.64 2.66 4.80
C46 3.64 1.45 4.13
C47 4.87 -1.05 1.57
C48 4.87 -2.39 1.17
C49 6.07 -3.05 0.96
C50 7.27 -2.38 1.13
C51 7.28 -1.05 1.53
C52 6.09 -0.39 1.75
C53 2.99 1.49 -0.77
C54 4.28 1.33 -1.21
C55 4.45 1.04 -2.57
C56 3.34 0.95 -3.40
C57 2.06 1.13 -2.90
C58 1.86 1.40 -1.55
H35 2.89 2.49 1.02
H36 2.88 4.72 2.20
H37 3.37 4.78 4.63
H38 3.86 2.70 5.85
H39 3.87 0.54 4.68
H40 3.93 -2.91 1.02
H41 6.07 -4.09 0.65
H42 8.21 -2.89 0.96
H43 8.22 -0.53 1.67
H44 6.10 0.65 2.08
H45 5.14 1.42 -0.55
H46 5.45 0.90 -2.96
H47 3.48 0.74 -4.45
H48 1.20 1.05 -3.56
H49 0.86 1.51 -1.13

Computed properties:
**Net charge**: +1
**LUMO (spin up / spin down)**: -2.2 / -3.1 eV
**Kohn-Sham gap (spin up / spin down)**: 7.5 / 7.1 eV
**Total energy**: -120012.167 eV
**Energy above the lowest of the compared OMol25 structures with the same formula, charge and spin**: 43.9 kcal per mole
**Multiplicity**: 3
**HOMO energy (spin up / spin down)**: -9.7 / -10.3 eV

---

[3]
This record from OMol25 describes a molecular structure, C58H49N9PRuS2 in a non-equilibrium geometry. The level of theory is ωB97M-V/def2-TZVPD.

Atoms and positions in Å:
Ru1 -0.35 0.71 -0.46
C1 4.43 -2.10 -1.62
N1 3.36 -1.15 -1.78
C2 2.29 -1.02 -0.96
N2 1.43 -0.15 -1.48
C3 1.95 0.30 -2.65
C4 3.18 -0.32 -2.85
C5 4.08 -0.16 -3.98
C6 5.45 0.04 -3.81
C7 6.26 0.27 -4.91
C8 5.71 0.29 -6.19
C9 4.36 0.06 -6.37
C10 3.54 -0.15 -5.27
C11 1.20 1.23 -3.46
C12 1.82 2.26 -4.17
C13 1.05 3.14 -4.92
C14 -0.32 2.99 -4.98
C15 -0.95 1.97 -4.29
C16 -0.20 1.09 -3.52
P1 1.97 -1.99 0.56
C17 0.19 -2.27 0.18
N3 -0.72 -1.36 -0.16
C18 -1.87 -2.05 -0.43
C19 -1.65 -3.40 -0.26
N4 -0.35 -3.51 0.14
C20 0.31 -4.72 0.55
C21 -2.56 -4.53 -0.43
C22 -2.14 -5.69 -1.08
C23 -2.99 -6.77 -1.20
C24 -4.28 -6.71 -0.68
C25 -4.72 -5.54 -0.07
C26 -3.87 -4.46 0.05
C27 -3.05 -1.28 -0.80
C28 -3.16 -0.10 -0.06
C29 -5.03 1.35 -0.25
C30 -6.21 -0.93 -1.13
C31 -5.28 -1.46 -1.96
C32 -3.90 -1.69 -1.83
C33 1.69 -0.58 1.70
N5 0.94 0.49 1.50
C34 1.06 1.29 2.59
C35 1.92 0.67 3.50
N6 2.30 -0.51 2.91
C36 3.14 -1.52 3.50
C37 2.37 1.09 4.82
C38 1.43 1.52 5.77
C39 1.85 1.93 7.01
C40 3.20 1.93 7.34
C41 4.13 1.51 6.40
C42 3.72 1.09 5.15
C43 0.39 2.57 2.72
C44 -0.81 2.79 2.03
C45 -1.50 3.98 2.17
C46 -1.02 4.96 3.01
C47 0.18 4.77 3.68
C48 0.89 3.59 3.53
H1 4.06 -2.98 -1.11
H2 5.26 -1.67 -1.04
H3 4.81 -2.38 -2.60
H4 5.88 0.06 -2.82
H5 7.31 0.46 -4.77
H6 6.35 0.47 -7.04
H7 3.93 0.06 -7.36
H8 2.48 -0.32 -5.41
H9 2.89 2.37 -4.13
H10 1.53 3.95 -5.46
H11 -0.92 3.66 -5.59
H12 -2.02 1.84 -4.36
H13 -0.67 0.22 -3.05
H14 -0.44 -5.47 0.80
H15 0.93 -4.54 1.42
H16 0.94 -5.11 -0.25
H17 -1.16 -5.74 -1.52
H18 -2.66 -7.67 -1.70
H19 -4.93 -7.56 -0.75
H20 -5.73 -5.48 0.30
H21 -4.21 -3.56 0.54
H22 -2.87 0.82 1.74
H23 -5.61 2.23 -0.47
H24 -7.25 -1.00 -1.39
H25 -5.71 -1.90 -2.85
H26 -3.50 -2.42 -2.52
H27 3.16 -1.38 4.58
H28 4.16 -1.46 3.12
H29 2.74 -2.51 3.28
H30 0.38 1.51 5.51
H31 1.12 2.26 7.74
H32 3.52 2.25 8.31
H33 5.18 1.52 6.65
H34 4.46 0.80 4.42
H35 -1.19 1.99 1.39
H36 -2.42 4.13 1.63
H37 -1.57 5.88 3.15
H38 0.57 5.54 4.33
H39 1.84 3.47 4.03
S1 -2.52 2.14 -1.23
C49 -3.75 1.14 -0.56
N7 -2.89 -0.10 1.32
C50 -3.80 -1.00 1.96
C51 -3.32 -1.84 2.95
C52 -4.15 -2.79 3.52
C53 -5.46 -2.91 3.09
C54 -5.96 -2.05 2.12
C55 -5.13 -1.10 1.54
S2 -6.04 0.01 0.37
H40 -2.30 -1.73 3.27
H41 -3.76 -3.45 4.28
H42 -6.11 -3.65 3.53
H43 -6.99 -2.12 1.81
C56 2.81 4.66 -1.62
N8 1.37 4.59 -1.47
C57 0.61 5.78 -1.81
C58 0.81 3.49 -1.13
N9 0.31 2.49 -0.79
H44 3.06 4.90 -2.65
H45 3.26 3.71 -1.36
H46 3.21 5.44 -0.97
H47 0.76 6.03 -2.86
H48 0.96 6.62 -1.19
H49 -0.45 5.63 -1.62

Computed properties:
**Net charge**: +3
**LUMO**: -9.8 eV
**Kohn-Sham gap**: 4.3 eV
**Total energy**: -107869.249 eV
**Multiplicity**: 1
**HOMO energy**: -14.1 eV

---

[4]
This record from OMol25 describes a molecular structure, C58H50MgO3P2S in a non-equilibrium geometry. The level of theory is ωB97M-V/def2-TZVPD.

Atoms and positions in Å:
Mg1 -1.02 -1.21 -0.78
O1 -0.06 0.43 -1.48
S1 0.01 1.35 -0.24
C1 -0.99 2.73 -0.44
C2 -0.73 3.76 -1.36
C3 -1.26 5.06 -1.19
C4 -2.20 5.21 -0.17
C5 -3.15 6.38 0.19
C6 -4.07 5.93 1.27
C7 -3.71 4.47 1.43
C8 -4.37 3.38 2.01
C9 -3.81 2.11 1.89
C10 -2.61 1.83 1.29
P1 -1.87 0.13 1.45
C11 -0.48 0.17 2.58
C12 0.02 -1.05 2.96
C13 1.03 -1.10 3.94
C14 1.36 0.06 4.63
C15 0.90 1.31 4.15
C16 0.08 1.36 3.05
C17 -2.95 -0.63 2.65
C18 -3.82 -1.66 2.19
C19 -4.56 -2.41 3.08
C20 -4.57 -2.02 4.44
C21 -3.67 -1.03 4.91
C22 -2.84 -0.38 4.04
C23 -1.98 2.88 0.58
C24 -2.57 4.12 0.71
C25 1.75 1.86 -0.11
C26 2.11 3.20 -0.01
C27 3.19 3.70 0.71
C28 3.91 2.81 1.48
C29 5.06 3.05 2.47
C30 5.42 1.65 2.96
C31 4.50 0.68 2.22
C32 4.35 -0.68 2.27
C33 3.39 -1.26 1.38
C34 2.55 -0.53 0.54
P2 2.22 -1.57 -0.92
C35 2.42 -0.74 -2.52
C36 3.48 0.12 -2.57
C37 4.00 0.57 -3.77
C38 3.33 0.22 -4.93
C39 2.23 -0.62 -4.84
C40 1.72 -1.11 -3.66
C41 3.34 -3.03 -1.04
C42 2.69 -4.19 -1.41
C43 3.46 -5.29 -1.77
C44 4.85 -5.25 -1.63
C45 5.49 -4.09 -1.24
C46 4.71 -2.93 -1.00
C47 2.62 0.91 0.59
C48 3.58 1.48 1.46
H1 -0.07 3.50 -2.14
H2 -1.07 5.85 -1.92
H3 -3.74 6.71 -0.70
H4 -2.60 7.26 0.45
H5 -5.13 6.14 0.99
H6 -4.06 6.45 2.20
H7 -5.30 3.50 2.41
H8 -4.42 1.27 2.25
H9 -0.50 -1.96 2.67
H10 1.46 -2.08 4.13
H11 2.00 0.10 5.52
H12 1.15 2.29 4.56
H13 -0.26 2.35 2.75
H14 -3.67 -1.93 1.11
H15 -5.21 -3.25 2.78
H16 -5.23 -2.47 5.11
H17 -3.65 -0.89 5.98
H18 -2.21 0.42 4.40
H19 1.51 3.95 -0.50
H20 3.30 4.77 0.69
H21 4.84 3.77 3.28
H22 5.94 3.46 1.99
H23 5.22 1.53 4.03
H24 6.46 1.38 2.84
H25 5.07 -1.29 2.78
H26 3.41 -2.36 1.17
H27 4.00 0.21 -1.63
H28 5.01 1.06 -3.79
H29 3.58 0.50 -5.94
H30 1.64 -0.89 -5.69
H31 0.92 -1.83 -3.74
H32 1.65 -4.34 -1.46
H33 2.97 -6.23 -1.99
H34 5.43 -6.18 -1.78
H35 6.55 -4.19 -1.04
H36 5.19 -2.04 -0.57
C49 -3.80 -4.71 -2.75
C50 -2.94 -3.89 -1.75
C51 -1.56 -4.50 -1.55
C52 -2.85 -2.48 -2.25
C53 -3.42 -1.41 -1.57
C54 -3.24 -0.08 -2.03
C55 -2.54 0.18 -3.16
C56 -2.30 1.56 -3.61
C57 -1.97 -0.89 -3.83
C58 -2.11 -2.18 -3.46
H37 -4.29 -5.54 -2.24
H38 -3.14 -5.28 -3.42
H39 -4.56 -4.14 -3.28
H40 -3.55 -3.94 -0.82
H41 -1.06 -4.40 -2.55
H42 -1.57 -5.48 -1.23
H43 -0.98 -3.84 -0.90
H44 -4.06 -1.66 -0.68
H45 -3.76 0.70 -1.47
H46 -2.32 2.27 -2.79
H47 -3.14 1.86 -4.28
H48 -1.36 1.62 -4.20
H49 -1.55 -0.68 -4.81
H50 -1.65 -3.05 -3.97
O2 0.79 -2.24 -1.24
O3 0.27 -2.48 0.14

Computed properties:
**Net charge**: +2
**LUMO**: -5.4 eV
**Kohn-Sham gap**: 7.4 eV
**Total energy**: -101943.181 eV
**Energy above the lowest of the compared OMol25 structures with the same formula, charge and spin**: 0.0 kcal per mole
**Multiplicity**: 1
**HOMO energy**: -12.8 eV